This record from the Open Molecules 2025 dataset describes a cluster of 2 separate species, C7H7Br3O3 in total at a distorted geometry. The level of theory is the ωB97M-V functional and the def2-TZVPD basis.

Output
Charge: 0
Orbital gap (eV): 9.74
HOMO energy (eV): -10.3
Structure (SMILES): CC1=C(Br)C(=O)OC1=O.BrCCBr
E_tot (eV): -223642.0249
Molecular weight (u): 378.842

Each line ends with the Mulliken charge.
Atoms and positions in Å:
C -0.44 -0.86 0.64  -0.37
C -1.91 -0.72 0.62  0.80
C -2.65 0.37 0.51  0.03
Br -2.19 2.16 0.37  -0.14
C -4.09 -0.10 0.50  0.52
O -5.02 0.47 0.00  -0.50
O -4.09 -1.34 1.07  -0.26
C -2.85 -1.88 0.68  0.05
O -2.69 -3.03 0.41  -0.49
H -0.09 -0.97 1.66  0.36
H 0.00 0.01 0.17  -0.34
H -0.19 -1.74 0.06  0.35
Br 1.27 1.90 -0.56  -0.09
C 3.05 1.54 -1.27  -0.61
C 3.64 0.29 -0.69  -0.57
Br 4.26 0.57 1.13  -0.11
H 3.65 2.42 -1.07  0.37
H 2.91 1.44 -2.35  0.35
H 4.51 -0.02 -1.25  0.37
H 2.93 -0.53 -0.66  0.31


This record from the Open Molecules 2025 dataset describes a cluster of 2 separate species, C4H11N4O in total at a distorted geometry. The level of theory is the ωB97M-V functional and the def2-TZVPD basis.

Output
Spin multiplicity: 3
⟨S²⟩: 2.007
Charge: +1
Orbital gap (spin up / spin down) (eV): 10.07 / 5.73
HOMO energy (spin up / spin down) (eV): -13.0 / -13.9
E_tot (eV): -12320.6392
Molecular weight (u): 131.159

Each line ends with the Löwdin spin population.
Atoms and positions in Å:
C -0.97 1.38 -3.17  0.00
C 1.10 0.58 1.72  0.01
C -0.36 0.18 1.83  0.09
C -0.64 -1.28 1.20  0.08
N -0.76 0.27 -3.06  0.00
N 1.04 -2.24 -0.11  0.47
N -1.15 2.70 -3.32  0.00
N -0.01 -1.52 -0.09  0.61
O 1.47 -2.82 0.89  0.70
H 1.37 1.36 2.53  0.00
H 1.69 -0.36 1.97  0.00
H 1.40 0.84 0.69  0.00
H -0.89 0.96 1.30  0.00
H -0.64 -0.10 2.84  0.00
H -0.25 -2.02 1.90  0.00
H -1.62 -1.35 0.90  0.02
H 1.64 -2.13 -0.98  0.01
H -0.28 3.27 -3.14  0.00
H -1.84 3.29 -2.87  0.00
H -0.31 -1.03 -1.03  0.00


This record from the Open Molecules 2025 dataset describes a structure of composition C17H17BrN2O2S2Tl at a distorted geometry. The level of theory is the ωB97M-V functional and the def2-TZVPD basis.

Output
Charge: +1
Orbital gap (eV): 6.04
HOMO energy (eV): -11.0
E_tot (eV): -121380.8075
Molecular weight (u): 629.756

Each line ends with the Mulliken charge.
Atoms and positions in Å:
Tl 0.22 1.49 1.23  0.91
O -1.89 0.08 1.21  -0.71
S -1.48 -0.82 0.12  1.30
O -1.30 -2.21 0.45  -0.70
N -0.11 -0.10 -0.36  -0.26
C 1.00 -0.78 -0.85  0.30
C 1.03 -2.02 -1.43  -0.26
C 2.22 -2.55 -1.97  -1.05
C 3.39 -1.86 -1.90  -0.90
C 3.43 -0.61 -1.23  1.05
C 4.61 0.14 -1.06  -0.44
C 4.59 1.31 -0.37  -0.80
C 3.38 1.74 0.19  -0.06
N 2.25 1.09 0.01  -0.34
C 2.23 -0.07 -0.71  0.25
C -2.62 -0.66 -1.19  0.41
C -3.39 0.50 -1.29  -0.23
C -4.28 0.61 -2.34  -0.71
C -4.40 -0.42 -3.27  -0.44
C -3.65 -1.58 -3.14  -0.73
C -2.75 -1.71 -2.09  -0.31
H 0.12 -2.60 -1.50  0.35
H 2.19 -3.51 -2.45  0.40
H 4.30 -2.24 -2.36  0.42
H 5.54 -0.25 -1.47  0.45
H 5.48 1.90 -0.22  0.39
H 3.33 2.64 0.78  0.44
H -3.28 1.29 -0.56  0.34
H -4.90 1.49 -2.43  0.41
H -5.09 -0.32 -4.10  0.40
H -3.76 -2.39 -3.85  0.41
H -2.18 -2.61 -1.96  0.43
C 0.92 1.67 4.82  -0.89
S 0.10 0.54 3.68  0.17
C -1.63 0.91 4.04  -0.73
H 0.51 2.68 4.73  0.32
H 1.98 1.67 4.61  0.37
H 0.76 1.30 5.83  0.37
H -1.89 0.42 4.97  0.40
H -2.22 0.49 3.23  0.25
H -1.78 1.98 4.12  0.33
Br -0.99 3.35 0.11  -0.32


This record from the Open Molecules 2025 dataset describes an isolated molecule of C5H8O. The level of theory is the ωB97M-V functional and the def2-TZVPD basis.

Output
Charge: 0
Orbital gap (eV): 11.12
HOMO energy (eV): -10.2
Structure (SMILES): C#CC(C)(C)O
E_tot (eV): -7360.2820
Molecular weight (u): 84.118

Each line ends with the Mulliken charge.
Atoms and positions in Å:
C -0.93 1.02 -0.52  -1.43
C -0.20 -0.17 0.09  1.42
C 0.21 -1.18 -0.98  -1.47
O -1.06 -0.88 0.98  -0.55
C 1.00 0.28 0.84  -0.92
C 1.93 0.64 1.52  -0.01
H -1.05 1.84 0.21  0.37
H -0.40 1.42 -1.39  0.35
H -1.92 0.68 -0.84  0.35
H 0.68 -2.05 -0.52  0.37
H 0.92 -0.73 -1.69  0.37
H -0.68 -1.50 -1.53  0.36
H -1.25 -0.31 1.73  0.36
H 2.76 0.93 2.12  0.45


What did the fourth record say?
This record from the Open Molecules 2025 dataset describes an isolated molecule of C5H8O. The level of theory is the ωB97M-V functional and the def2-TZVPD basis.

Output
Charge: 0
Orbital gap (eV): 11.12
HOMO energy (eV): -10.2
Structure (SMILES): C#CC(C)(C)O
E_tot (eV): -7360.2820
Molecular weight (u): 84.118

Each line ends with the Mulliken charge.
Atoms and positions in Å:
C -0.93 1.02 -0.52  -1.43
C -0.20 -0.17 0.09  1.42
C 0.21 -1.18 -0.98  -1.47
O -1.06 -0.88 0.98  -0.55
C 1.00 0.28 0.84  -0.92
C 1.93 0.64 1.52  -0.01
H -1.05 1.84 0.21  0.37
H -0.40 1.42 -1.39  0.35
H -1.92 0.68 -0.84  0.35
H 0.68 -2.05 -0.52  0.37
H 0.92 -0.73 -1.69  0.37
H -0.68 -1.50 -1.53  0.36
H -1.25 -0.31 1.73  0.36
H 2.76 0.93 2.12  0.45